[1]
# CH5NOP2

A structure of composition CH5NOP2 at a distorted geometry (the ωB97M-V functional and the def2-TZVPD basis, the Open Molecules 2025 dataset).

Energy above the lowest of the compared OMol25 structures with the same formula, charge and spin = 75.6 kcal per mole
Multiplicity = 1
E_LUMO (spin up / spin down) = -1.3319 / -0.2930 eV
E_tot = -853.65657 Eh
Highest occupied orbital energy (spin up / spin down) = -0.278 / -0.284 hartree

Last column: Mulliken charge in e.
Atoms and positions in Å:
1 C -0.5836 1.8170 0.7937  -0.445
2 N 1.4012 -1.3904 0.1981  -0.106
3 O 0.1402 0.7639 0.8953  -0.222
4 P 1.2905 -2.2763 1.5412  -0.009
5 P 0.9291 -0.0226 -0.3889  0.146
6 H -1.1076 -0.5823 -3.5148  0.063
7 H -1.0811 2.0590 -0.0907  0.312
8 H -0.5985 2.3407 1.6870  0.311
9 H 0.0849 -1.6710 2.2401  0.012
10 H -0.4751 -1.0382 -3.3610  -0.064

[2]
# C16H32NO2OsS4SbSi2

A structure of composition C16H32NO2OsS4SbSi2 (the ωB97M-V functional and the def2-TZVPD basis, the Open Molecules 2025 dataset).

Energy above the lowest of the compared OMol25 structures with the same formula, charge and spin = 0.0 kcal per mole
Multiplicity = 5
E_LUMO (spin up / spin down) = 0.0140 / -2.3337 eV
E_tot = -3336.76915 Eh
Highest occupied orbital energy (spin up / spin down) = -0.264 / -0.267 hartree
<S²> = 6.0359

Last column: Mulliken charge in e.
Atoms and positions in Å:
1 Os -0.4404 0.3513 -0.2317  2.489
2 C 1.0335 -2.6489 2.3235  -1.057
3 O 1.4728 -1.8253 1.2555  -0.051
4 C 2.6026 -1.0561 1.5840  -0.822
5 C 2.2846 0.3326 2.1124  -0.618
6 O 1.7432 1.1532 1.0775  -0.041
7 C 1.8233 2.5278 1.4231  -0.954
8 H 1.8140 -3.3705 2.5887  0.376
9 H 0.1455 -3.1723 1.9792  0.272
10 H 0.7672 -2.0660 3.2089  0.332
11 H 3.1778 -0.9417 0.6646  0.255
12 H 3.2157 -1.5853 2.3213  0.482
13 H 3.2295 0.7796 2.4424  0.460
14 H 1.5965 0.3005 2.9658  0.329
15 H 2.8671 2.8119 1.5898  0.315
16 H 1.2445 2.7437 2.3262  0.365
17 H 1.4163 3.1039 0.5978  0.259
18 C -3.0434 -2.8087 -0.6775  -0.862
19 Si -2.6461 -1.5484 -2.0192  0.064
20 C -3.1535 -2.3137 -3.6764  -1.230
21 C -3.6453 0.0403 -1.8071  -0.546
22 C -0.8013 -1.0588 -1.8780  1.275
23 C -0.3728 0.0404 -2.7678  -1.364
24 C -0.6145 0.2690 -4.1225  -0.701
25 C -0.0036 1.3453 -4.7346  -0.741
26 C 0.8090 2.2001 -3.9890  -1.023
27 C 0.9581 1.9623 -2.6418  -0.170
28 N 0.3879 0.9067 -2.0528  -0.346
29 Si 0.5410 -2.4022 -2.0889  0.586
30 C 0.3824 -3.9241 -0.9931  -0.824
31 C 0.4218 -3.0341 -3.8751  -1.222
32 C 2.2620 -1.6107 -1.9329  -0.803
33 H -4.1096 -3.0443 -0.6906  0.411
34 H -2.8095 -2.4061 0.3069  0.163
35 H -2.4874 -3.7396 -0.8102  0.275
36 H -4.2212 -2.5394 -3.6289  0.421
37 H -2.6287 -3.2477 -3.8859  0.325
38 H -3.0001 -1.6390 -4.5206  0.347
39 H -4.6767 -0.1599 -1.5133  0.437
40 H -3.6574 0.6458 -2.7181  0.269
41 H -3.2106 0.6492 -1.0158  -0.114
42 H -1.2515 -0.4105 -4.6702  0.401
43 H -0.1528 1.5286 -5.7908  0.497
44 H 1.3093 3.0402 -4.4477  0.425
45 H 1.5488 2.6161 -2.0121  0.367
46 H -0.4716 -4.5334 -1.2945  0.400
47 H 0.2714 -3.6708 0.0579  -0.124
48 H 1.2812 -4.5349 -1.1051  0.405
49 H -0.5286 -3.5390 -4.0603  0.272
50 H 1.2207 -3.7513 -4.0788  0.391
51 H 0.5159 -2.2226 -4.5987  0.326
52 H 2.2399 -0.7432 -1.2743  -0.140
53 H 2.6174 -1.2714 -2.9090  0.404
54 H 2.9955 -2.3172 -1.5389  0.411
55 S -5.2888 0.5661 1.8119  -0.565
56 Sb -3.2983 1.4680 2.4060  0.430
57 S -1.6821 -0.2469 1.5351  -0.484
58 S -1.0685 2.7768 -0.1439  -0.204
59 S -2.9029 3.1686 0.5136  -0.229

[3]
# C29H41N2O4

The ion C29H41N2O4 with charge +1 (the ωB97M-V functional and the def2-TZVPD basis, the Open Molecules 2025 dataset).

Energy above the lowest of the compared OMol25 structures with the same formula, charge and spin = 3.1 kcal per mole
Multiplicity = 1
E_LUMO = -1.9899 eV
E_tot = -1539.88594 Eh
Highest occupied orbital energy = -0.375 hartree
Net charge = +1
Structure (SMILES) = CC[C@@H]1C[N@H+]2CCc3cc(OC)c(OC)cc3[C@@H]2C[C@@H]1C[C@H]1NCCc2cc(OC)c(OC)cc21

Last column: Mulliken charge in e.
Atoms and positions in Å:
1 C -2.4095 -4.0802 0.3791  -0.866
2 C -1.1613 -4.4065 -0.4328  -1.273
3 C 0.0190 -3.4179 -0.4074  0.485
4 C 0.4803 -3.0828 1.0144  -1.573
5 N 1.3110 -1.8636 1.0541  1.135
6 C 2.0796 -1.7823 2.3044  -0.847
7 C 2.6430 -0.3802 2.4614  -0.873
8 C 3.3905 0.0230 1.2190  -0.313
9 C 4.3145 1.0660 1.2899  -0.477
10 C 5.0511 1.4548 0.1884  0.872
11 O 5.9578 2.4513 0.1595  -0.463
12 C 6.2173 3.1724 1.3418  -0.902
13 C 4.8719 0.7564 -1.0348  0.541
14 O 5.6451 1.1763 -2.0579  -0.489
15 C 5.5483 0.5241 -3.3019  -0.879
16 C 3.9499 -0.2696 -1.0951  -0.532
17 C 3.1898 -0.6353 0.0202  -0.598
18 C 2.1754 -1.7489 -0.1370  0.346
19 C 1.2729 -1.4902 -1.3580  -1.992
20 C -0.1203 -2.1586 -1.2826  0.261
21 C -1.2776 -1.1675 -1.0360  -2.351
22 C -1.5824 -0.5725 0.3521  0.903
23 N -0.4149 0.0791 0.9707  -0.010
24 C -0.0939 1.3662 0.3438  -0.643
25 C -1.2108 2.3738 0.5873  -1.037
26 C -2.5585 1.7662 0.2928  -0.067
27 C -3.6582 2.5949 0.1367  -0.958
28 C -4.9410 2.1143 -0.0959  0.281
29 O -5.8755 3.0817 -0.2270  -0.478
30 C -7.2303 2.7897 -0.5024  -0.738
31 C -5.1289 0.7154 -0.1596  0.872
32 O -6.3916 0.2381 -0.3691  -0.564
33 C -6.5990 -1.1505 -0.4463  -0.905
34 C -4.0244 -0.1062 -0.0016  0.168
35 C -2.7441 0.3934 0.2165  -1.283
36 H -3.1270 -4.8861 0.2463  0.489
37 H -2.1976 -4.0105 1.4432  0.269
38 H -2.8816 -3.1617 0.0489  -0.042
39 H -0.7829 -5.3690 -0.0807  0.416
40 H -1.4510 -4.5396 -1.4765  0.446
41 H 0.8370 -3.9704 -0.8868  0.658
42 H -0.3698 -2.9233 1.6781  0.550
43 H 1.0602 -3.9235 1.4078  0.376
44 H 0.6098 -0.9601 1.0021  -0.416
45 H 1.4217 -2.0319 3.1395  0.412
46 H 2.8935 -2.5127 2.2709  0.422
47 H 3.3163 -0.3558 3.3192  0.529
48 H 1.8364 0.3299 2.6654  0.294
49 H 4.4485 1.5636 2.2369  0.556
50 H 5.3229 3.6917 1.7001  0.351
51 H 6.9760 3.9054 1.0753  0.243
52 H 6.6049 2.5217 2.1316  0.353
53 H 4.5454 0.6214 -3.7301  0.345
54 H 6.2648 1.0250 -3.9497  0.248
55 H 5.8127 -0.5351 -3.2225  0.338
56 H 3.8161 -0.8105 -2.0165  0.539
57 H 2.7106 -2.7007 -0.2569  0.596
58 H 1.7909 -1.8678 -2.2388  0.575
59 H 1.1651 -0.4149 -1.4908  0.663
60 H -0.3340 -2.5306 -2.2909  0.824
61 H -2.1969 -1.6607 -1.3524  0.866
62 H -1.1343 -0.3416 -1.7361  0.203
63 H -1.8813 -1.3826 1.0259  0.571
64 H -0.6562 0.2755 1.9423  0.473
65 H 0.0315 1.2107 -0.7271  0.239
66 H 0.8561 1.7241 0.7492  0.354
67 H -1.0583 3.2585 -0.0311  0.499
68 H -1.1925 2.7023 1.6323  0.354
69 H -3.5391 3.6653 0.1926  0.503
70 H -7.7167 3.7619 -0.5717  0.302
71 H -7.6893 2.2091 0.2994  0.257
72 H -7.3437 2.2576 -1.4484  0.272
73 H -6.3298 -1.6528 0.4885  0.327
74 H -6.0442 -1.5965 -1.2782  0.336
75 H -7.6661 -1.2727 -0.6226  0.273
76 H -4.1575 -1.1760 -0.0364  0.381

[4]
# C3H12N3

A structure of composition C3H12N3 at a distorted geometry (the ωB97M-V functional and the def2-TZVPD basis, the Open Molecules 2025 dataset).

Energy above the lowest of the compared OMol25 structures with the same formula, charge and spin = 98.1 kcal per mole
Multiplicity = 1
E_LUMO = -2.9798 eV
E_tot = -285.40907 Eh
Highest occupied orbital energy = -0.510 hartree
Net charge = +1

Last column: Mulliken charge in e.
Atoms and positions in Å:
1 C -1.3443 1.3918 0.4399  -1.077
2 C 0.2222 1.2605 -2.0291  -1.362
3 C 0.0339 0.5640 -0.6607  0.839
4 N -0.2329 -1.5325 2.1373  -0.886
5 N 0.5281 -0.5051 -0.2053  0.299
6 N 1.6247 -1.1513 -0.7463  -0.686
7 H -1.6702 2.3504 0.1399  0.369
8 H -0.7013 1.4886 1.3228  0.364
9 H -2.1982 0.8397 0.6825  0.336
10 H -0.1122 0.4567 -2.7010  0.418
11 H 1.2008 1.6318 -1.9802  0.397
12 H -0.5072 1.9929 -2.2723  0.351
13 H 0.1195 -2.4857 1.8623  0.262
14 H -1.2433 -1.3522 2.2249  0.283
15 H 0.1146 -0.7605 0.7736  0.359
16 H 2.0125 -2.0456 -0.2337  0.239
17 H 1.9908 -0.9996 -1.6990  0.242
18 H 0.1624 -1.1439 2.9445  0.253

[5]
# C61H56F14IN2O2

A cluster of 8 separate species, C61H56F14IN2O2 in total at a distorted geometry (the ωB97M-V functional and the def2-TZVPD basis, the Open Molecules 2025 dataset).

Multiplicity = 1
E_LUMO = -3.6889 eV
E_tot = -4312.88024 Eh
Highest occupied orbital energy = -0.383 hartree
Net charge = +1

Last column: Mulliken charge in e.
Atoms and positions in Å:
1 C -1.5395 2.1511 3.1178  -1.095
2 C -2.1021 2.5232 1.6146  0.904
3 O -2.6983 1.3574 0.9249  -0.326
4 C -3.9005 1.7731 0.1648  -0.237
5 C -4.3864 0.6141 -0.9212  -0.412
6 O -3.3610 0.3424 -1.9693  -0.263
7 C -3.3845 -1.1065 -2.2981  -0.825
8 C -2.1401 -1.8157 -1.4693  0.431
9 N -2.4032 -2.9465 -0.4919  0.201
10 C -0.9697 -3.2853 -0.0339  -0.143
11 C -0.7598 -4.5174 1.0272  -0.100
12 C 0.5254 -5.4883 0.7210  -0.079
13 C 1.6964 -5.5527 1.9033  -0.358
14 C 3.0379 -6.4662 1.6519  -0.526
15 C 3.1411 -7.2668 0.2083  -0.190
16 C 1.9748 -7.2114 -0.9522  -0.579
17 C 0.6036 -6.2878 -0.7116  0.668
18 C -0.5974 -6.1504 -1.8590  -0.513
19 N 0.0806 -2.3832 -0.6891  -0.293
20 I 2.1242 -2.3767 -0.4207  0.334
21 C -0.5645 -1.3867 -1.6472  0.249
22 C 0.1778 -0.2667 -2.5871  0.535
23 F 1.2716 -0.8915 -3.4209  -0.260
24 F -0.8221 0.2386 -3.5975  -0.263
25 C 0.6875 1.0656 -1.7568  0.516
26 F 0.8852 0.8420 -0.3039  -0.231
27 F -0.4286 2.0715 -1.8700  -0.279
28 C 2.0284 1.7777 -2.3911  0.669
29 F 1.9445 1.9464 -3.8612  -0.227
30 F 2.1698 3.1506 -1.7817  -0.202
31 F 3.3023 1.0569 -2.0601  -0.184
32 H -1.1886 1.0128 3.1576  0.251
33 H -0.5827 2.7840 3.4130  0.303
34 H -2.3335 2.3557 3.9822  0.268
35 H -1.1688 2.9067 0.9950  -0.071
36 H -2.9066 3.3847 1.7693  -0.238
37 H -3.7105 2.8072 -0.3665  0.242
38 H -4.7738 1.9052 0.9437  0.201
39 H -4.6306 -0.3478 -0.2974  0.259
40 H -5.3197 1.0775 -1.4788  0.255
41 H -3.1515 -1.3119 -3.4498  0.310
42 H -4.4331 -1.6080 -2.0981  0.400
43 H -3.3104 -3.3843 -0.2096  0.170
44 H -0.7343 -4.0795 2.1120  0.462
45 H -1.7276 -5.2100 0.9485  -0.087
46 H 1.5151 -4.9316 2.8924  0.241
47 H 3.8576 -6.4651 2.4900  0.315
48 H 4.1269 -7.8971 0.0325  0.264
49 H 2.1427 -7.7964 -1.9624  0.293
50 H -1.5709 -5.6241 -1.4362  -0.198
51 H -0.2332 -5.5092 -2.7937  0.263
52 H -0.9103 -7.2469 -2.1512  0.390
53 F -3.7976 -5.3654 0.8639  -0.240
54 C -4.9485 -5.7716 0.3117  0.345
55 C -4.9444 -6.2810 -0.9822  0.074
56 C -6.1417 -6.7089 -1.5556  -0.604
57 C -7.3328 -6.6122 -0.8320  -0.474
58 C -7.3274 -6.0947 0.4642  -0.443
59 C -6.1284 -5.6774 1.0414  -0.620
60 H -4.0108 -6.3408 -1.5321  0.328
61 H -6.1479 -7.1159 -2.5637  0.382
62 H -8.2672 -6.9418 -1.2813  0.376
63 H -8.2563 -6.0166 1.0240  0.377
64 H -6.1046 -5.2810 2.0511  0.411
65 F 6.4292 8.1674 -1.8521  -0.314
66 C 5.5171 7.2875 -2.2863  0.302
67 C 5.9294 6.0322 -2.7197  -0.410
68 C 4.9795 5.1140 -3.1671  -0.370
69 C 3.6275 5.4656 -3.1862  -0.464
70 C 3.2242 6.7299 -2.7538  -0.395
71 C 4.1731 7.6437 -2.2961  -0.433
72 H 6.9846 5.7798 -2.7055  0.402
73 H 5.2908 4.1272 -3.5007  0.393
74 H 2.8875 4.7507 -3.5393  0.440
75 H 2.1718 7.0028 -2.7735  0.409
76 H 3.8761 8.6275 -1.9480  0.421
77 F -3.3785 7.1582 -1.6236  -0.387
78 C -2.2756 7.0342 -0.8734  0.047
79 C -1.3953 5.9861 -1.1189  -0.490
80 C -0.2442 5.8597 -0.3414  -0.337
81 C 0.0084 6.7774 0.6812  -0.938
82 C -0.8838 7.8231 0.9231  -0.294
83 C -2.0290 7.9557 0.1382  -0.206
84 H -1.6123 5.2781 -1.9120  0.536
85 H 0.4543 5.0483 -0.5305  0.640
86 H 0.9041 6.6758 1.2903  0.478
87 H -0.6872 8.5337 1.7223  0.438
88 H -2.7286 8.7676 0.3068  0.494
89 F 4.8850 -2.8244 0.1951  -0.177
90 C 6.0621 -2.3105 -0.1858  0.538
91 C 7.2190 -3.0678 -0.0387  -0.462
92 C 8.4441 -2.5352 -0.4400  -0.432
93 C 8.5000 -1.2456 -0.9744  -0.516
94 C 7.3339 -0.4914 -1.1133  -0.482
95 C 6.1076 -1.0286 -0.7223  -0.300
96 H 7.1573 -4.0644 0.3861  0.419
97 H 9.3533 -3.1221 -0.3364  0.364
98 H 9.4563 -0.8288 -1.2831  0.367
99 H 7.3804 0.5136 -1.5257  0.402
100 H 5.1903 -0.4597 -0.8315  0.294
101 F -0.4670 5.0669 6.2589  -0.339
102 C -0.5407 6.3805 6.0066  0.336
103 C -1.7777 6.9580 5.7419  -0.375
104 C -1.8555 8.3266 5.4841  -0.384
105 C -0.6928 9.1012 5.4833  -0.501
106 C 0.5447 8.5113 5.7452  -0.353
107 C 0.6207 7.1449 6.0138  -0.397
108 H -2.6689 6.3391 5.7386  0.438
109 H -2.8187 8.7892 5.2837  0.386
110 H -0.7535 10.1678 5.2778  0.395
111 H 1.4487 9.1154 5.7399  0.376
112 H 1.5732 6.6717 6.2282  0.418
113 F -4.2717 4.6852 2.3053  -0.317
114 C -5.4616 5.1431 1.8942  0.062
115 C -5.5134 6.2021 0.9945  0.022
116 C -6.7521 6.6760 0.5622  -0.501
117 C -7.9264 6.0919 1.0434  -0.460
118 C -7.8640 5.0328 1.9502  -0.544
119 C -6.6252 4.5520 2.3736  -0.236
120 H -4.5910 6.6487 0.6380  0.273
121 H -6.8032 7.4984 -0.1470  0.404
122 H -8.8923 6.4648 0.7094  0.370
123 H -8.7794 4.5825 2.3265  0.370
124 H -6.5582 3.7236 3.0711  0.446
125 F 4.0315 -10.3621 -0.0491  -0.315
126 C 4.8415 -10.8507 -0.9976  0.308
127 C 6.1181 -11.2806 -0.6523  -0.378
128 C 6.9601 -11.7941 -1.6386  -0.382
129 C 6.5194 -11.8620 -2.9626  -0.452
130 C 5.2381 -11.4233 -3.3001  -0.402
131 C 4.3926 -10.9203 -2.3117  -0.257
132 H 6.4461 -11.2125 0.3799  0.408
133 H 7.9571 -12.1401 -1.3776  0.358
134 H 7.1780 -12.2585 -3.7324  0.364
135 H 4.8989 -11.4733 -4.3320  0.353
136 H 3.3904 -10.5832 -2.5549  0.402

[6]
# C5H14

A cluster of 2 separate species, C5H14 in total at a distorted geometry (the ωB97M-V functional and the def2-TZVPD basis, the Open Molecules 2025 dataset).

Energy above the lowest of the compared OMol25 structures with the same formula, charge and spin = 4.4 kcal per mole
Multiplicity = 1
E_LUMO = 1.0964 eV
E_tot = -198.88212 Eh
Highest occupied orbital energy = -0.419 hartree
Structure (SMILES) = CCC.CC

Last column: Mulliken charge in e.
Atoms and positions in Å:
1 C -1.3880 0.2944 -1.8153  -0.896
2 C -0.4140 -0.6610 -2.4958  -0.206
3 C 0.1292 -1.7130 -1.5323  -1.006
4 H -1.1697 0.4462 -0.7649  0.140
5 H -2.3996 -0.1180 -1.7947  0.303
6 H -1.3838 1.2791 -2.2786  0.310
7 H -0.9020 -1.2135 -3.2845  0.240
8 H 0.3797 -0.1074 -2.9925  0.289
9 H -0.6495 -2.4296 -1.2677  0.291
10 H 0.9325 -2.3187 -1.9583  0.329
11 H 0.5508 -1.2679 -0.6280  0.207
12 C 1.0240 0.2878 2.8690  -0.848
13 C 0.5329 1.6419 2.3495  -0.698
14 H 1.9072 -0.0198 2.3037  0.253
15 H 1.2662 0.3442 3.9230  0.329
16 H 0.3072 -0.4660 2.6565  0.267
17 H 0.2141 1.5681 1.3182  0.143
18 H -0.2477 2.0462 2.9962  0.268
19 H 1.3105 2.4070 2.3965  0.286